No. 1
This record from the OMol25 dataset describes a gas-phase ion, C5H10NS (charge +1). The level of theory is wB97M-V/def2-TZVPD.

Values from the calculation:
2S+1 = 1
SMILES = CC(C)C#[N+]CS
HOMO = -0.5035 Ha
E_LUMO = -4.590 eV
charge = +1
gap between HOMO and LUMO = 9.11 eV
max |F| = 3.436 eV/A

Geometry as XYZ:
```
17
Properties=species:S:1:pos:R:3:forces:R:3:nbo_charge:R:1
C -2.119 -0.645 -0.929 0.60 -1.44 2.61 -0.575
C -1.362 0.452 -0.181 -0.42 -0.47 -0.22 -0.360
C -1.728 0.636 1.278 1.16 0.86 3.12 -0.616
C 0.038 0.192 -0.381 2.97 -0.52 1.13 0.679
N 1.174 -0.033 -0.341 -0.26 0.96 1.61 -0.247
C 2.691 -0.178 -0.297 0.84 0.98 -2.72 -0.353
S 4.347 0.373 0.614 -1.49 -1.35 0.56 0.063
H -1.881 -0.565 -1.920 0.78 -0.22 -2.73 0.223
H -1.759 -1.645 -0.494 -0.91 1.29 -0.81 0.224
H -3.182 -0.540 -0.893 -0.62 0.05 0.58 0.253
H -1.501 1.417 -0.621 -0.26 0.69 -0.71 0.277
H -2.491 1.458 1.278 0.24 -1.25 0.39 0.257
H -0.861 1.097 1.927 -1.39 -0.71 -1.48 0.239
H -1.982 -0.295 1.901 -0.09 1.29 -1.46 0.255
H 2.799 -1.223 -0.497 0.28 -0.46 -0.18 0.248
H 2.950 0.427 -1.199 -0.53 -0.95 0.37 0.256
H 4.867 -0.928 0.755 -0.89 1.25 -0.05 0.177
```
Positions in Å, forces in eV/Å.

No. 2
This record from the OMol25 dataset describes 5 unconnected molecules or ions with the total composition C28H29N5O11S. The level of theory is wB97M-V/def2-TZVPD.

Values from the calculation:
2S+1 = 1
SMILES = N[C@@H]1CCCOS1(=O)=O.O=[N+]([O-])c1ccccc1.O=[N+]([O-])c1ccccc1.O=[N+]([O-])c1ccccc1.O=[N+]([O-])c1ccccc1
HOMO = -0.3512 Ha
E_LUMO = -0.963 eV
gap between HOMO and LUMO = 8.59 eV
max |F| = 8.395 eV/A

Geometry as XYZ:
```
74
Properties=species:S:1:pos:R:3:forces:R:3:mulliken_charge:R:1
N 0.817 4.448 -1.821 -1.88 -0.46 -0.03 -0.560
C -0.274 3.905 -2.768 0.20 3.99 -0.32 -0.185
C -1.709 4.670 -2.507 -0.71 -1.90 0.58 -0.435
C -2.888 3.517 -2.709 -0.09 0.66 0.03 -0.785
C -2.703 2.411 -1.510 -2.48 1.38 0.51 -0.360
O -1.645 1.416 -1.737 0.88 2.49 -1.49 -0.186
S -0.344 2.040 -2.643 6.26 -5.05 -2.40 0.864
O -0.321 1.457 -4.090 -1.47 2.46 5.01 -0.675
O 0.985 1.577 -1.928 -5.66 2.01 -1.67 -0.449
H 0.437 4.261 -0.864 0.74 0.32 -0.89 0.248
H 0.873 5.499 -1.905 -0.34 -1.52 -0.19 0.285
H 0.102 4.202 -3.860 -0.92 -1.50 2.24 0.350
H -1.728 4.933 -1.343 -0.02 -0.23 -2.67 0.243
H -1.884 5.612 -3.186 0.61 -1.93 1.38 0.305
H -2.841 2.990 -3.764 0.12 1.02 2.12 0.344
H -3.958 4.044 -2.668 2.34 -1.35 0.24 0.362
H -2.517 2.956 -0.472 -0.20 -1.11 -2.20 0.284
H -3.751 1.865 -1.398 2.55 0.68 -0.27 0.289
O 5.889 4.920 -2.820 1.15 -1.11 0.73 -0.594
N 6.657 4.097 -2.299 0.49 1.07 -0.40 0.976
O 7.876 4.267 -2.160 -1.74 -0.16 -0.22 -0.591
C 6.082 2.835 -1.819 -0.42 -0.85 0.29 0.058
C 4.713 2.586 -1.990 0.11 -0.01 0.01 -0.444
C 4.177 1.373 -1.553 0.29 0.00 0.05 -0.145
C 5.000 0.422 -0.947 0.10 0.16 -0.05 -0.660
C 6.361 0.677 -0.769 -0.21 0.30 -0.19 -0.352
C 6.909 1.885 -1.204 -0.02 -0.01 -0.01 -0.416
H 4.059 3.316 -2.460 0.29 -0.08 0.11 0.471
H 3.117 1.167 -1.687 0.27 0.15 0.00 0.526
H 4.579 -0.525 -0.613 0.07 0.21 -0.05 0.423
H 6.995 -0.068 -0.293 -0.09 0.20 -0.10 0.374
H 7.972 2.068 -1.061 -0.30 0.15 -0.14 0.426
O 2.417 -0.247 2.865 -0.93 -1.50 0.44 -0.604
N 1.759 -1.261 3.142 1.15 0.24 0.59 0.997
O 2.101 -2.113 3.975 -0.45 1.23 -1.13 -0.609
C 0.491 -1.469 2.433 -0.89 -0.13 -0.51 -0.266
C 0.084 -0.550 1.456 -0.02 -0.08 -0.02 -0.216
C -1.112 -0.766 0.767 0.20 -0.35 0.18 0.244
C -1.893 -1.886 1.055 0.24 -0.03 0.03 -0.811
C -1.490 -2.793 2.036 0.20 0.32 -0.09 -0.272
C -0.296 -2.590 2.730 0.01 0.06 0.00 -0.633
H 0.681 0.328 1.219 0.01 -0.28 0.16 0.574
H -1.433 -0.062 0.002 0.17 -0.17 0.25 0.239
H -2.821 -2.052 0.512 0.15 0.04 0.12 0.377
H -2.106 -3.662 2.258 0.19 0.15 -0.03 0.485
H 0.006 -3.308 3.489 0.11 0.29 -0.18 0.509
O 0.353 -6.984 -1.808 -0.71 1.64 0.41 -0.593
N -0.116 -5.863 -1.563 -0.21 -1.02 0.81 0.993
O -0.821 -5.597 -0.579 0.99 -0.41 -1.35 -0.588
C 0.180 -4.777 -2.505 0.19 0.72 -0.66 -0.019
C 0.942 -5.042 -3.652 -0.04 0.03 0.04 -0.413
C 1.200 -4.011 -4.557 -0.23 0.05 0.36 -0.353
C 0.705 -2.728 -4.316 -0.02 -0.07 0.07 -0.620
C -0.045 -2.465 -3.169 0.11 -0.36 -0.03 -0.185
C -0.312 -3.489 -2.257 0.03 -0.06 -0.06 -0.389
H 1.335 -6.036 -3.854 -0.20 0.18 0.24 0.427
H 1.785 -4.208 -5.453 -0.12 -0.01 0.22 0.371
H 0.904 -1.929 -5.028 -0.05 -0.14 0.18 0.420
H -0.425 -1.462 -2.987 0.09 -0.19 -0.01 0.414
H -0.900 -3.268 -1.369 0.18 -0.25 -0.14 0.511
O -4.844 0.337 2.728 1.43 -0.35 0.84 -0.636
N -3.836 0.071 3.400 0.28 0.45 -1.10 1.009
O -2.671 0.197 2.997 -1.85 0.02 0.68 -0.500
C -4.038 -0.434 4.763 -0.15 -0.39 0.90 0.012
C -5.339 -0.628 5.246 0.07 -0.02 0.00 -0.378
C -5.524 -1.131 6.536 0.37 0.07 -0.16 -0.431
C -4.420 -1.432 7.334 0.03 0.05 -0.13 -0.378
C -3.125 -1.228 6.854 -0.33 0.09 -0.24 -0.554
C -2.927 -0.728 5.566 -0.04 -0.01 -0.03 -0.121
H -6.210 -0.399 4.636 0.36 -0.01 -0.01 0.427
H -6.530 -1.292 6.917 0.20 0.06 -0.13 0.364
H -4.569 -1.830 8.337 0.03 0.09 -0.21 0.370
H -2.269 -1.462 7.484 -0.15 0.07 -0.19 0.379
H -1.912 -0.577 5.205 -0.33 0.02 -0.11 0.456
```
Positions in Å, forces in eV/Å.

No. 3
This record from the OMol25 dataset describes a gas-phase ion, C6H8NO (charge +1). The level of theory is wB97M-V/def2-TZVPD.

Values from the calculation:
2S+1 = 1
HOMO (spin up / spin down) = -0.5182 / -0.5157 Ha
E_LUMO (spin up / spin down) = -7.013 / -7.163 eV
charge = +1
gap between HOMO and LUMO (spin up / spin down) = 7.09 / 6.87 eV
max |F| = 5.120 eV/A

Geometry as XYZ:
```
16
Properties=species:S:1:pos:R:3:forces:R:3:nbo_charge:R:1
C 1.341 0.741 -0.764 -0.59 0.00 -1.86 -0.285
C 0.771 1.440 0.447 -0.87 1.68 1.11 -0.303
C 0.700 -0.020 0.439 -1.86 -0.41 -1.47 -0.326
C -0.706 1.839 0.274 5.01 -0.05 1.03 0.265
C -0.747 -0.355 0.172 3.17 -2.88 -0.02 0.538
C -1.308 -1.733 0.007 0.14 1.37 0.35 -0.704
N -1.434 0.771 0.063 -0.32 1.42 0.63 0.003
O -2.621 0.886 -0.088 -4.16 -0.76 -1.00 -0.442
H 0.739 0.779 -1.720 0.69 0.02 1.29 0.250
H 2.422 0.666 -0.969 -0.64 0.02 0.60 0.276
H 1.450 1.964 1.179 -0.98 -0.44 -1.06 0.307
H 1.355 -0.661 0.960 0.41 -0.65 0.64 0.294
H -1.199 2.749 0.445 -0.42 1.25 -0.30 0.261
H -0.644 -2.290 0.659 -0.22 -0.79 -0.16 0.263
H -1.149 -2.017 -1.057 -0.15 -0.01 0.53 0.303
H -2.380 -1.822 0.293 0.79 0.23 -0.33 0.301
```
Positions in Å, forces in eV/Å.